Record 1
C11H24Cl2IN2O7P3 | the ωB97M-V functional and the def2-TZVPD basis

```
50
Properties=species:S:1:pos:R:3:mulliken_charge:R:1
I -1.47 2.10 1.38 -0.01
Cl -0.84 2.47 -1.96 -0.12
Cl -5.04 3.94 -7.03 -0.27
P -3.40 2.89 -4.21 -0.03
P -4.88 4.37 -4.94 0.29
P -2.59 3.83 -0.02 -0.01
O -1.51 5.14 0.03 -0.46
O -2.78 3.87 -2.89 -0.40
O -4.94 0.10 0.08 -0.34
O -4.21 5.95 -4.84 -0.44
O -4.49 2.04 -3.13 -0.45
O -4.86 1.95 -0.94 -0.17
O 1.18 -0.46 2.06 -0.41
N -4.57 1.22 0.20 0.27
N 1.48 -1.64 1.57 0.61
C 3.98 -2.46 2.95 -0.55
C 2.76 -1.51 0.81 1.59
C 1.47 -2.62 2.69 1.59
C -3.76 1.89 -1.90 -0.07
C -2.62 3.04 -1.76 0.40
C 2.89 -0.20 -0.01 -1.85
C 2.75 -2.60 -0.30 -1.60
C 0.13 -2.59 3.44 -1.78
C 4.02 -1.57 1.71 -1.24
C 2.64 -2.38 3.66 -1.15
C 1.57 -4.08 2.18 -1.97
H 4.77 -2.15 3.64 0.41
H 2.03 -3.40 -0.13 0.40
H 3.05 0.68 0.63 0.38
H -0.62 4.80 0.26 0.31
H 2.50 -4.31 1.67 0.45
H 0.08 -3.39 4.19 0.41
H -3.25 0.88 -1.93 0.41
H -2.54 1.74 -3.98 0.07
H 0.74 -4.33 1.51 0.41
H 2.54 -1.41 4.15 0.37
H -3.90 2.09 -5.32 0.08
H -2.31 3.38 -5.05 0.12
H -0.03 -1.66 3.99 0.39
H 4.89 -1.85 1.10 0.36
H -0.71 -2.73 2.76 0.44
H 3.74 -0.26 -0.68 0.41
H 2.44 -2.19 -1.27 0.46
H 3.73 -3.06 -0.43 0.29
H -4.63 6.47 -5.56 0.30
H 2.00 -0.01 -0.61 0.52
H 1.52 -4.78 3.03 0.42
H 4.21 -3.49 2.67 0.31
H 2.61 -3.12 4.47 0.41
H 4.23 -0.56 2.07 0.42
```

Computed properties:
LUMO level ... -4.79 eV
Gap between HOMO and LUMO ... 1.497 eV
Total energy ... -3311.500842 hartree



Record 2
C11H24Cl2N2O2PSSc | the ωB97M-V functional and the def2-TZVPD basis

```
44
Properties=species:S:1:pos:R:3:mulliken_charge:R:1
Sc -0.34 0.69 -0.36 0.10
Cl 0.51 2.71 0.36 -0.28
Cl 2.34 -2.05 -1.53 -0.07
S -0.20 -1.04 1.46 -0.24
P -0.18 0.51 -3.10 1.07
O -3.44 0.25 -1.23 -0.16
O -0.24 -2.02 -1.36 -0.52
N -1.11 0.69 3.35 0.22
N 1.19 0.31 3.29 0.15
C 0.77 -2.68 -1.69 0.60
C -0.03 0.07 2.78 0.26
C -2.38 0.61 -0.91 0.73
C 1.03 1.82 -3.43 -1.27
C -2.42 0.58 2.68 -0.72
C 0.44 -0.74 -4.30 -1.31
C 0.73 -4.06 -2.24 -0.97
C 1.44 1.63 3.89 -1.12
C -1.66 1.01 -4.05 -1.32
C 2.35 -0.37 2.72 -1.09
C -1.20 0.70 4.82 -1.15
H -2.74 -0.48 2.67 0.46
H -1.40 1.16 -5.12 0.40
H 1.43 -1.11 -4.02 0.36
H -0.35 0.16 5.26 0.43
H 2.16 -1.45 2.68 0.40
H 1.30 -4.85 -1.67 0.37
H -2.36 0.94 1.64 -0.09
H -0.34 -4.28 -2.42 0.29
H 3.20 -0.17 3.38 0.44
H 1.30 1.57 4.97 0.32
H 2.58 -0.01 1.70 0.36
H 1.98 1.54 -2.95 0.39
H -2.10 1.93 -3.64 0.42
H -3.14 1.18 3.23 0.50
H -2.41 0.21 -3.99 0.38
H 0.78 2.39 3.46 0.39
H 1.25 -3.98 -3.19 0.34
H -1.23 1.72 5.21 0.32
H 0.70 2.78 -3.01 0.40
H -0.26 -1.59 -4.36 0.35
H -2.13 0.19 5.13 0.44
H 2.48 1.89 3.68 0.46
H 1.18 1.90 -4.51 0.40
H 0.51 -0.28 -5.30 0.52
```

Computed properties:
LUMO level ... -8.42 eV
Charge ... +2
Gap between HOMO and LUMO ... 7.213 eV
Total energy ... -3113.718737 hartree
Energy above the lowest of the compared OMol25 structures with the same formula, charge and spin ... 1.2839 eV